Below is a molecular structure, C5H11NO in a non-equilibrium geometry, with properties calculated with ωB97M-V/def2-TZVPD.

Geometry as XYZ:
```
18
Properties=species:S:1:pos:R:3:lowdin_charge:R:1
C 0.094 -0.221 -0.092 -0.464
C -0.623 1.059 1.158 -0.081
C 1.493 -0.354 0.471 -0.083
C -0.787 -1.428 0.143 -0.080
C 0.152 0.144 -1.561 -0.078
N -1.307 1.640 0.121 -0.144
O -0.915 2.742 -0.284 -0.052
H 0.082 1.711 1.685 0.107
H -1.261 0.466 1.809 0.100
H 0.692 -0.637 -2.106 0.094
H -0.837 0.191 -2.009 0.084
H 1.490 -0.738 1.490 0.083
H 1.981 0.621 0.438 0.087
H 2.071 -1.057 -0.134 0.087
H -0.436 -2.261 -0.472 0.089
H -1.817 -1.203 -0.128 0.088
H -0.751 -1.764 1.177 0.079
H 0.679 1.089 -1.709 0.085
```

## Properties
total energy: -8897.58050 eV
frontier orbital gap: 0.338 hartree